[1]
Computed, not measured: a structure of composition C18H12N3O2Pt, with ωB97M-V/def2-TZVPD.

Each line ends with the Löwdin charge.
CARTESIAN COORDINATES (ANGSTROEM)
H: -0.885 -0.835 -2.685  0.111
H: -2.873 -4.129 2.492  0.136
C: -0.469 0.126 -2.423  -0.091
H: 3.708 3.202 2.088  0.133
C: 3.151 2.346 1.728  0.033
H: -2.356 -1.388 -1.518  0.087
H: -4.526 -2.495 -1.135  0.119
C: -3.881 -3.415 0.705  -0.010
H: 1.310 4.602 -1.875  0.128
C: -1.634 -2.902 1.296  -0.168
C: 1.398 3.698 -1.287  0.008
C: -0.435 -2.992 2.226  -0.570
C: 3.235 1.136 2.368  -0.001
O: 0.653 -2.453 1.724  -0.209
C: -2.509 -2.011 -0.653  -0.095
C: 2.338 2.470 0.586  -0.121
C: -0.073 2.441 -2.900  0.033
H: -1.179 1.128 -4.178  0.122
N: -1.480 -2.149 0.188  -0.070
C: -2.818 -3.546 1.584  0.036
C: 0.694 2.524 -1.726  -0.121
H: 3.850 1.009 3.247  0.124
H: 2.557 -0.938 2.351  0.126
N: 0.178 0.197 -1.271  -0.062
H: 2.717 4.558 0.126  0.128
C: -0.621 1.236 -3.260  -0.008
H: -0.196 3.314 -3.529  0.134
C: 2.176 3.673 -0.183  0.011
C: 2.520 0.036 1.880  -0.055
N: 1.748 0.140 0.812  -0.058
O: -0.523 -3.549 3.286  0.127
C: -3.722 -2.631 -0.427  -0.023
Pt: 0.329 -1.193 0.236  1.238
C: 0.796 1.367 -0.957  -0.145
C: 1.644 1.334 0.182  -0.152
H: -4.822 -3.909 0.903  0.124

Computed properties:
HOMO-LUMO gap ... 8.31 eV
Net charge ... +1
LUMO energy ... -4.1 eV
Total energy ... -1127.07836 a.u.
Energy above the lowest of the compared OMol25 structures with the same formula, charge and spin ... 5.4 kcal per mole



[2]
Computed, not measured: a structure of composition C24H47Be2FN3NaO12PSi2 at a distorted geometry, with ωB97M-V/def2-TZVPD.

Each line ends with the Löwdin charge.
CARTESIAN COORDINATES (ANGSTROEM)
C: 6.367 0.330 -10.440  -0.077
C: 0.332 1.841 6.247  -0.303
C: 0.406 3.317 6.988  -0.234
C: -4.559 0.624 6.902  -0.248
O: -1.714 -0.700 -2.186  -0.260
H: 1.035 0.342 -7.061  0.079
H: -2.843 1.125 4.485  0.105
H: -0.410 3.311 7.844  0.100
F: -1.690 -3.728 0.079  -0.475
H: -3.352 1.478 8.637  0.097
C: 0.004 2.938 -5.882  -0.123
C: -3.563 -0.647 3.079  -0.282
C: -0.044 4.079 -7.805  -0.165
H: 6.911 -2.728 -11.806  0.100
Si: 0.429 0.496 7.675  0.563
H: -4.216 -2.956 1.550  0.059
O: 0.126 -1.958 -5.778  0.025
C: 0.032 4.569 5.963  -0.195
H: -2.587 -0.719 -0.232  0.109
H: 0.431 2.298 -5.122  0.113
C: 7.054 -0.700 -11.073  -0.084
C: 0.417 -2.298 -6.918  -0.305
Na: 1.189 -2.538 8.184  0.351
H: 6.846 1.282 -10.238  0.100
H: 0.384 -4.139 6.189  0.102
H: -0.702 1.639 5.704  0.071
H: 0.538 -2.766 6.838  -0.021
H: 1.177 1.702 5.442  0.103
H: -2.569 -1.213 3.399  0.043
H: -0.515 7.853 7.030  0.107
C: -4.496 -0.253 5.518  -0.268
N: 0.719 3.271 -7.003  -0.007
H: 1.872 0.160 7.761  -0.016
O: 1.045 -3.553 6.588  -0.244
O: 3.048 -7.611 4.450  0.221
H: 1.027 -3.018 -9.316  0.077
H: -4.421 -1.469 3.152  0.112
C: 4.232 -7.254 4.454  -0.996
H: -2.019 3.482 -5.231  0.095
C: -3.926 -2.396 0.540  -0.120
C: -1.227 3.550 -5.967  -0.107
C: -1.257 4.271 -7.184  -0.130
O: -0.595 -0.891 7.337  -0.549
Be: 3.232 -3.727 6.282  0.545
H: 2.617 -2.220 -9.203  0.051
C: 5.083 -2.028 -10.913  -0.142
C: -0.783 6.736 6.741  -0.135
H: -4.967 1.702 6.592  0.127
Be: -2.885 -2.469 5.219  0.473
H: -1.369 6.799 5.719  0.099
H: 4.472 0.883 -9.573  0.098
H: -1.499 6.264 7.542  0.097
H: 0.342 4.448 -8.746  0.094
H: 8.089 -0.566 -11.375  0.103
C: 6.403 -1.905 -11.315  -0.078
H: -2.970 -1.875 7.686  -0.082
H: 1.204 -1.321 -9.832  0.083
O: 0.538 -1.382 -1.312  -0.214
H: -2.471 1.631 6.978  0.072
C: -2.872 -1.138 0.842  -0.214
H: -3.437 -3.236 -0.145  0.071
H: 2.459 0.078 -8.109  0.063
H: -5.378 0.182 7.628  0.117
H: -3.993 -1.305 5.615  -0.123
H: -2.067 -0.823 9.616  -0.034
H: -4.676 1.217 3.775  0.133
O: 0.416 5.876 6.586  -0.268
C: 5.050 0.111 -10.072  -0.139
O: 0.324 -0.439 -3.629  -0.227
H: -4.889 -1.939 0.023  0.078
H: 0.022 -3.228 -7.360  0.126
C: -3.113 0.880 7.632  -0.319
N: 1.242 -1.601 -7.774  -0.202
H: 0.097 1.106 8.984  -0.008
O: -3.509 -0.104 1.707  -0.206
H: -5.630 -0.463 5.208  0.140
C: 1.537 -2.073 -9.111  -0.087
H: 0.643 4.381 4.971  0.140
H: -1.900 -1.580 1.333  0.118
O: 4.337 -6.171 5.042  0.087
N: 4.390 -1.047 -10.296  0.057
C: -3.822 0.530 4.237  -0.150
H: 1.662 2.966 -7.207  0.139
Si: -2.174 -0.716 8.167  0.540
O: 5.156 -7.875 3.953  0.180
H: -1.139 4.630 5.762  0.129
C: 1.833 -0.357 -7.325  -0.046
H: -2.076 4.867 -7.567  0.083
H: 1.508 3.421 7.434  0.132
H: 2.440 -0.552 -6.436  0.100
P: -0.355 -1.313 -2.562  -0.077
O: -0.567 -2.730 -3.118  -0.151
H: 4.530 -2.948 -11.083  0.105

Computed properties:
HOMO-LUMO gap ... 1.70 eV
Net charge ... -1
LUMO energy ... -2.7 eV
Total energy ... -3221.10446 a.u.
Energy above the lowest of the compared OMol25 structures with the same formula, charge and spin ... 147.6 kcal per mole



[3]
Computed, not measured: a cluster of 5 separate species, C4H19NO4 in total, with ωB97M-V/def2-TZVPD.

Each line ends with the Löwdin charge.
CARTESIAN COORDINATES (ANGSTROEM)
H: 2.239 -2.104 -2.741  0.041
H: 2.404 -0.297 0.531  0.013
O: 3.151 -0.638 0.023  -0.042
H: 0.943 1.545 0.427  0.072
O: 1.790 -1.364 -2.312  -0.086
H: 0.378 1.751 2.642  -0.016
H: -2.269 -1.978 -1.332  0.078
N: -1.794 -0.522 0.063  -0.091
H: -1.212 0.851 1.452  0.122
H: 0.695 -1.505 0.965  0.072
H: -0.394 2.456 3.757  0.041
H: 0.770 -0.329 2.291  0.072
H: 2.354 -1.117 -1.554  -0.014
H: -0.412 1.729 -0.706  0.065
C: -0.711 0.165 0.761  -0.463
O: -2.599 1.587 -2.237  -0.055
H: -1.938 1.247 -2.851  0.046
H: -0.568 -1.468 2.167  0.088
C: -1.395 -1.661 -0.769  -0.119
H: -1.114 -2.491 -0.122  0.071
H: -2.323 0.133 -0.499  0.066
O: 0.493 2.312 3.417  -0.051
C: 0.100 -0.830 1.587  -0.075
H: -0.581 -1.441 -1.466  0.055
H: 3.803 0.070 0.027  0.069
H: -2.687 2.522 -2.467  0.048
H: 0.687 0.370 -0.896  0.052
C: 0.193 1.006 -0.160  -0.058

Computed properties:
HOMO-LUMO gap ... 8.91 eV
Structure (SMILES) ... CNC(C)C.O.O.O.O
LUMO energy ... 0.5 eV
Total energy ... -519.49791 a.u.
Energy above the lowest of the compared OMol25 structures with the same formula, charge and spin ... 2.0 kcal per mole



[4]
Computed, not measured: a cluster of 14 separate species, C38H50Cl39F9N2O in total at a distorted geometry, with ωB97M-V/def2-TZVPD.

Each line ends with the Löwdin charge.
CARTESIAN COORDINATES (ANGSTROEM)
Cl: 0.222 9.209 0.864  0.501
H: 6.918 5.242 9.062  0.006
H: 8.660 -2.845 -0.042  -0.002
F: 0.196 5.619 -0.131  0.123
Cl: 1.232 8.959 3.577  0.502
H: 7.142 0.309 1.360  0.050
Cl: -2.574 -3.748 2.269  0.609
C: -8.062 -7.257 -0.043  -1.591
F: -0.529 3.649 0.288  0.179
C: -3.871 -4.943 2.352  -1.524
F: 1.496 5.665 1.961  0.176
H: -0.938 -0.401 -1.547  0.090
O: -0.377 -1.189 2.823  -0.217
H: 0.348 -0.435 1.035  0.108
Cl: -8.561 -5.575 -0.234  0.503
H: 1.156 -1.091 4.203  0.090
H: 0.297 -0.278 -3.359  0.069
Cl: -16.862 -7.977 -3.899  0.490
C: -0.180 8.773 2.528  -1.539
Cl: -19.676 -8.481 -4.400  0.523
H: -0.481 7.731 2.543  0.009
Cl: 11.967 -4.713 1.047  0.531
F: 0.757 3.724 2.410  0.155
Cl: 8.585 2.205 3.922  0.527
C: 3.102 2.353 -3.290  -0.193
C: -0.272 -2.442 -1.882  -0.211
C: 1.806 -0.879 -4.778  -0.200
Cl: -17.696 -4.903 -3.786  0.497
H: 0.718 11.349 -3.543  0.013
C: 11.924 -3.279 0.018  -1.512
H: 6.264 1.971 -1.498  0.107
H: -7.328 -12.657 -0.305  0.013
Cl: 5.985 7.671 4.931  0.521
H: 12.905 -3.143 -0.421  0.013
C: -1.799 -0.776 0.826  -0.187
C: 4.172 2.067 -0.895  -0.107
H: 4.446 3.134 -0.833  0.113
H: 5.283 0.805 -2.376  0.099
F: 2.647 3.884 1.414  0.188
C: 8.324 -0.705 -0.167  -0.267
C: 0.411 -1.132 -4.060  -0.214
H: 1.010 -2.681 3.403  0.090
Cl: -7.854 -10.451 0.289  0.526
Cl: -2.920 9.445 8.065  0.525
C: -0.400 -1.176 1.386  -0.254
H: 2.169 2.889 -3.575  0.143
Cl: -3.448 -6.388 1.428  0.518
Cl: 0.891 9.553 -2.046  0.489
H: 3.765 1.817 -5.267  0.118
C: 0.331 -2.504 -3.317  -0.204
H: 7.619 1.413 0.032  0.103
Cl: 7.675 3.093 9.614  0.520
H: 4.060 0.486 -4.147  0.110
C: -1.418 -1.401 -1.692  -0.201
C: -2.628 8.132 6.920  -1.536
Cl: -10.661 -7.202 -2.182  0.550
H: 9.420 0.433 5.210  0.014
F: 0.575 1.834 -1.911  0.102
H: 1.704 -1.345 -5.782  0.105
C: 9.149 0.550 4.167  -1.516
C: 7.280 0.384 0.257  -0.209
H: -4.005 -5.229 3.389  0.014
Cl: -1.526 9.747 3.123  0.508
N: 2.649 -0.812 -1.702  0.278
H: -11.137 -6.181 -4.238  0.019
Cl: -4.044 7.874 5.895  0.521
H: -8.876 -7.892 -0.374  -0.063
H: 8.381 -0.660 -1.279  0.112
Cl: -7.729 -7.626 1.658  0.501
H: 7.895 -2.085 1.465  0.035
C: 1.424 3.887 -1.117  -0.328
F: 2.555 4.592 -1.248  0.171
H: -0.195 -2.216 1.044  0.111
Cl: -16.107 -2.474 -3.910  0.529
C: 0.604 4.343 0.145  -0.315
Cl: 5.955 3.887 7.412  0.505
N: 5.048 4.134 -3.477  0.188
C: 6.467 4.257 9.060  -1.563
C: 5.438 1.240 -1.364  -0.164
C: -11.508 -6.058 -3.226  -1.512
Cl: 5.079 4.281 10.153  0.518
C: 0.935 -1.581 3.229  -0.121
H: -3.320 -1.315 -0.609  0.109
Cl: -17.736 -10.615 -4.750  0.524
Cl: -6.648 -7.595 -1.045  0.512
H: -0.367 -1.024 -4.846  0.115
Cl: -5.389 -4.255 1.766  0.519
F: 0.646 4.219 -2.185  0.141
C: 2.764 0.294 -1.818  -0.148
F: 1.462 1.740 0.074  0.138
H: 6.923 -2.446 0.016  0.070
C: -7.527 -11.749 -0.863  -1.525
H: -2.446 7.224 7.484  0.013
H: 1.136 1.274 -4.555  0.101
C: 2.919 1.816 -1.825  -0.224
Cl: -15.467 -4.721 -5.637  0.508
Cl: -13.244 -6.386 -3.229  0.537
C: 1.438 4.430 1.479  -0.518
Cl: -6.103 -11.373 -1.838  0.523
H: 3.917 1.667 0.108  0.117
Cl: 10.583 0.228 3.184  0.512
C: -2.276 -1.636 -0.397  -0.213
H: -2.304 -2.713 -0.135  0.057
Cl: -8.932 -12.032 -1.898  0.524
H: 2.644 -1.366 -4.251  0.086
Cl: 4.178 9.790 5.751  0.519
H: -2.519 -0.934 1.663  0.093
H: 5.958 -0.825 -0.975  0.095
H: -15.421 -4.629 -3.294  -0.034
C: 4.217 3.370 -3.426  -0.197
Cl: 11.537 -1.842 0.970  0.524
Cl: 7.866 -0.606 3.796  0.566
H: 1.948 0.852 -6.073  0.108
H: 1.370 -2.887 -3.218  0.094
Cl: -11.191 -4.397 -2.718  0.534
Cl: 4.935 7.712 7.637  0.517
C: 4.599 8.086 5.943  -1.551
C: 7.926 -2.116 0.356  -0.129
C: 1.963 0.670 -4.975  -0.167
H: -18.290 -9.464 -2.784  0.014
C: 1.315 11.155 -2.660  -1.536
C: -18.158 -9.173 -3.820  -1.541
Cl: 3.019 11.214 -3.120  0.526
Cl: 0.951 12.397 -1.459  0.525
C: 3.323 1.269 -4.404  -0.135
C: 1.602 2.327 -1.134  -0.354
Cl: -1.202 8.470 5.935  0.491
H: 1.709 -1.309 2.477  0.084
H: 5.080 -0.098 0.403  0.107
H: -1.848 0.315 0.613  0.110
H: -0.187 -3.232 -3.981  0.109
H: 3.753 7.488 5.624  0.008
C: 5.848 0.100 -0.367  -0.178
H: 0.480 -2.274 -1.089  0.079
H: -0.725 -3.444 -1.681  0.110
H: -2.052 -1.285 -2.597  0.114
Cl: 10.754 -3.488 -1.291  0.559
H: 9.293 -0.422 0.289  0.046
C: -16.086 -4.234 -4.055  -1.565

Computed properties:
HOMO-LUMO gap ... 9.77 eV
LUMO energy ... 0.1 eV
Total energy ... -20508.80688 a.u.